{"formula": "C12H16Cl3F3NO15V", "method": "ωB97M-V/def2-TZVPD", "homo_ha": [-0.4825, -0.4825], "lumo_ha": [-0.268, -0.251], "largest_force_ev_per_a": 3.76, "charge": 1, "multiplicity": 4, "energy_ev": -116293.81545, "s_squared": 3.758, "species": ["V", "Cl", "O", "O", "O", "O", "C", "N", "O", "O", "H", "H", "H", "C", "C", "O", "C", "O", "O", "F", "H", "H", "H", "C", "C", "O", "C", "O", "O", "F", "H", "H", "H", "C", "C", "O", "C", "O", "O", "F", "H", "H", "H", "Cl", "C", "C", "Cl", "H", "H", "H", "H"], "positions_angstrom": [[2.028, -2.011, 3.356], [1.224, -0.022, 1.245], [0.863, 1.304, 1.626], [1.074, -0.257, -0.148], [2.574, -0.323, 1.680], [0.361, -0.945, 2.011], [-1.910, -4.135, 3.705], [-0.705, -4.388, 2.852], [0.218, -3.574, 2.810], [-0.720, -5.423, 2.250], [-2.646, -3.623, 3.089], [-1.656, -3.578, 4.601], [-2.292, -5.116, 3.966], [-1.253, 3.555, 4.486], [-0.406, 4.272, 3.460], [0.850, 4.300, 4.149], [0.910, 3.155, 4.888], [1.902, 2.765, 5.417], [-0.316, 2.641, 5.065], [-0.889, 5.556, 3.377], [-2.080, 3.001, 4.048], [-1.624, 4.237, 5.248], [-0.244, 3.908, 2.447], [-1.020, -1.556, -3.644], [-1.260, -1.708, -2.172], [-0.367, -2.714, -1.775], [-0.195, -3.517, -2.869], [0.274, -4.599, -2.823], [-0.548, -2.862, -3.990], [-2.548, -2.093, -1.913], [-0.245, -0.815, -3.847], [-1.889, -1.239, -4.214], [-1.056, -0.825, -1.570], [2.563, -0.155, -3.366], [3.698, 0.486, -4.207], [3.677, -0.321, -5.338], [3.227, -1.554, -4.974], [3.225, -2.494, -5.685], [2.772, -1.507, -3.693], [4.875, 0.394, -3.541], [1.612, 0.213, -3.757], [2.724, 0.115, -2.327], [3.485, 1.536, -4.390], [-2.757, 3.017, 1.368], [-1.955, 2.968, -0.226], [-2.570, 1.941, -1.130], [-2.080, 2.223, -2.837], [-0.885, 2.911, -0.047], [-2.140, 3.963, -0.631], [-3.651, 1.940, -1.203], [-2.227, 0.952, -0.829]]}